1.
54
Properties=species:S:1:pos:R:3:lowdin_charge:R:1 method="wB97M-V/def2-TZVPD" homo_energy_ev=-8.754 orbital_gap_ev=9.23 e_tot_ev=-52991.720 e_above_lowest_kcal_mol=27.3 total_charge=0
C -2.2989 -3.5759 4.0268 -0.0471
C -2.2613 -2.2724 3.2911 -0.2682
C -3.3724 -1.8409 2.5702 -0.0262
C -3.3536 -0.6309 1.9021 -0.0459
C -2.2183 0.1548 1.9568 -0.2813
S -2.2207 1.7031 1.0641 0.6899
O -3.3853 2.4592 1.4210 -0.2758
O -0.9375 2.3362 1.2383 -0.2882
N -2.4601 1.1249 -0.4929 -0.2269
C -3.1449 2.0201 -1.4029 -0.1927
C -2.2012 3.0765 -1.9740 -0.1601
C -1.0067 2.4006 -2.6417 -0.1344
C -0.2881 1.5028 -1.6285 -0.2094
C 0.8103 0.7120 -2.3161 -0.4386
O 0.5747 0.0394 -3.3040 0.0630
N 2.0569 0.7694 -1.7790 -0.0307
C 3.0927 -0.0387 -2.3979 -0.1431
C 3.3006 -1.3398 -1.6896 -0.5035
C 4.4400 -2.0764 -1.5892 -0.1398
C 4.2600 -3.2767 -0.8640 -0.1905
C 2.9871 -3.4295 -0.4236 -0.4095
S 1.9739 -2.1188 -0.8919 1.0561
C 2.4060 1.6025 -0.6692 -0.2622
C 3.4505 1.1697 0.3159 -0.0771
C 2.0133 1.2068 0.7276 -0.1010
C -1.2960 0.4899 -1.0598 -0.1397
C -1.1077 -0.2486 2.6702 -0.0506
C -1.1314 -1.4633 3.3344 -0.0266
H -2.8044 -3.4448 4.9838 0.0880
H -1.2949 -3.9434 4.2219 0.0767
H -2.8478 -4.3243 3.4600 0.0800
H -4.2556 -2.4618 2.5348 0.1161
H -4.2033 -0.2787 1.3401 0.1184
H -3.9511 2.4833 -0.8331 0.1118
H -3.5712 1.4122 -2.2078 0.1333
H -2.7373 3.6985 -2.6924 0.1157
H -1.8536 3.7105 -1.1552 0.1165
H -1.3396 1.7871 -3.4821 0.1230
H -0.3130 3.1522 -3.0252 0.1241
H 0.0866 2.1081 -0.8053 0.1119
H 2.7569 -0.2361 -3.4242 0.1298
H 4.0299 0.5245 -2.4300 0.1396
H 5.3792 -1.7728 -2.0166 0.1115
H 5.0472 -3.9854 -0.6793 0.0994
H 2.5711 -4.2334 0.1501 0.0570
H 2.3833 2.6627 -0.9096 0.1536
H 3.9134 0.2036 0.1908 0.0919
H 4.1201 1.9273 0.6939 0.1049
H 1.5089 0.2586 0.8357 0.0777
H 1.6557 1.9733 1.3961 0.0970
H -0.8330 -0.1064 -0.2698 0.1181
H -1.6212 -0.1821 -1.8609 0.1448
H -0.2436 0.3963 2.6979 0.1045
H -0.2645 -1.7854 3.8924 0.1146

2.
53
Properties=species:S:1:pos:R:3:lowdin_charge:R:1 method="wB97M-V/def2-TZVPD" homo_energy_ev=-7.769 orbital_gap_ev=8.27 e_tot_ev=-33370.255 e_above_lowest_kcal_mol=36.1 total_charge=0
C 5.1657 -1.2774 3.2171 -0.0910
O 4.2448 -0.2158 3.2411 -0.0830
C 3.0348 -0.3790 2.6343 -0.2767
C 2.1688 0.7080 2.6924 -0.0054
C 0.9252 0.6446 2.0979 -0.0029
C 0.5199 -0.5023 1.4324 -0.1630
N -0.7094 -0.6382 0.7780 0.1593
C -1.7188 0.2586 0.6526 -0.4370
O -1.7205 1.3565 1.1757 0.0512
C -2.8268 -0.2711 -0.2434 -0.0755
C -4.1269 0.5440 -0.2531 -0.3436
C -5.1164 -0.1169 -1.2108 -0.0664
C -3.9069 2.0136 -0.6614 -0.0744
C -2.9211 2.1254 -1.8109 -0.5075
O -3.1848 1.8098 -2.9561 0.0502
N -1.7211 2.6243 -1.4426 0.0879
C -0.5906 2.6820 -2.3472 -0.1209
C 0.3919 1.5777 -2.0527 -0.2069
C 0.1656 0.2977 -2.5435 -0.0437
C 1.0503 -0.7280 -2.2625 -0.0792
C 2.1720 -0.4823 -1.4891 -0.0972
C 2.3946 0.7846 -0.9792 -0.0819
C 1.5049 1.8073 -1.2555 -0.0364
C 1.3872 -1.6063 1.3820 -0.2217
O 0.9065 -2.7046 0.7123 -0.0990
C 1.7321 -3.8360 0.5913 -0.0771
C 2.6356 -1.5414 1.9791 0.0389
H 4.7737 -2.1647 3.7254 0.0958
H 5.4530 -1.5404 2.1933 0.0949
H 6.0431 -0.9180 3.7525 0.0935
H 2.4907 1.5972 3.2085 0.1183
H 0.2563 1.4865 2.1440 0.1059
H -0.7958 -1.5222 0.2950 0.1393
H -2.4276 -0.3154 -1.2611 0.1213
H -3.0581 -1.2949 0.0628 0.1288
H -4.5436 0.5374 0.7602 0.1428
H -4.7613 -0.0114 -2.2332 0.0769
H -5.2329 -1.1750 -0.9845 0.0756
H -6.0918 0.3577 -1.1363 0.0802
H -4.8618 2.4303 -0.9852 0.1254
H -3.5433 2.5813 0.1927 0.1072
H -1.5221 2.7098 -0.4555 0.1213
H -0.1073 3.6591 -2.2501 0.1230
H -0.9974 2.5749 -3.3565 0.1247
H -0.7028 0.1159 -3.1607 0.1154
H 0.8702 -1.7182 -2.6557 0.1051
H 2.8759 -1.2764 -1.2874 0.1010
H 3.2602 0.9764 -0.3629 0.1074
H 1.6825 2.7956 -0.8568 0.1142
H 1.9766 -4.2633 1.5689 0.0992
H 1.1553 -4.5610 0.0186 0.0969
H 2.6560 -3.6051 0.0518 0.0931
H 3.2956 -2.3912 1.9338 0.0955

3.
54
Properties=species:S:1:pos:R:3:lowdin_charge:R:1 method="wB97M-V/def2-TZVPD" homo_energy_ev=-8.067 orbital_gap_ev=8.84 e_tot_ev=-35415.180 e_above_lowest_kcal_mol=91.7 total_charge=0
C -5.1307 -2.3066 -0.1332 -0.0696
O -3.7340 -2.4782 -0.0359 -0.0598
C -2.8589 -1.5327 -0.4709 -0.1809
C -1.5253 -1.9317 -0.3875 0.0508
C -0.4994 -1.0818 -0.7492 -0.1469
C 0.9063 -1.5657 -0.6081 -0.4079
O 1.2725 -2.6061 -1.1276 0.0753
N 1.7420 -0.8299 0.1741 -0.0295
C 1.4185 0.4398 0.7923 -0.0913
C 0.0828 0.4811 1.4861 -0.2789
C -0.3822 -0.5871 2.2474 -0.0178
C -1.6149 -0.4760 2.8639 -0.0541
C -2.3303 0.7037 2.7229 -0.0655
C -1.7654 1.7201 1.9712 -0.1493
N -0.5958 1.6144 1.3646 0.1210
C 3.1265 -1.2477 0.2336 -0.0933
C 3.9989 -0.4929 -0.7869 -0.2979
C 5.4416 -1.0169 -0.8074 -0.1230
C 6.1568 -0.0502 0.1339 -0.1553
C 5.4105 1.2501 -0.1532 -0.1944
O 4.0732 0.8883 -0.4479 -0.1134
C -0.7967 0.1636 -1.2838 0.0196
C -2.1145 0.5824 -1.3800 -0.1888
O -2.4691 1.8037 -1.8776 -0.0939
C -1.4580 2.7710 -2.0453 -0.0696
C -3.1654 -0.2496 -0.9440 -0.1207
O -4.4851 0.1462 -1.0027 -0.1032
C -4.8131 1.4385 -0.5336 -0.0607
H -5.4944 -1.5463 0.5624 0.0923
H -5.5521 -3.2748 0.1394 0.0933
H -5.4369 -2.0439 -1.1466 0.0975
H -1.3139 -2.9178 -0.0075 0.1385
H 1.4743 1.2648 0.0752 0.1224
H 2.1917 0.6319 1.5438 0.1358
H 0.2064 -1.4869 2.3346 0.1232
H -2.0119 -1.2940 3.4468 0.1101
H -3.2957 0.8309 3.1877 0.1010
H -2.2679 2.6710 1.8415 0.1065
H 3.1480 -2.3126 -0.0092 0.1267
H 3.5103 -1.0871 1.2442 0.1372
H 3.5163 -0.5818 -1.7682 0.1562
H 5.8546 -0.9365 -1.8130 0.1179
H 5.5031 -2.0530 -0.4847 0.1163
H 6.0141 -0.3509 1.1724 0.1104
H 7.2221 0.0320 -0.0665 0.1107
H 5.8480 1.7624 -1.0220 0.1210
H 5.3979 1.9430 0.6917 0.1208
H 0.0005 0.7968 -1.6322 0.1163
H -1.9784 3.6977 -2.2841 0.0954
H -0.7885 2.5153 -2.8724 0.0954
H -0.8799 2.8986 -1.1250 0.0876
H -4.6766 2.1939 -1.3097 0.0880
H -5.8668 1.3897 -0.2546 0.0943
H -4.2153 1.7074 0.3411 0.0842

4.
53
Properties=species:S:1:pos:R:3:lowdin_charge:R:1 method="wB97M-V/def2-TZVPD" homo_energy_ev="-17.048 / -17.048" orbital_gap_ev="6.41 / 6.41" e_tot_ev=-47936.436 e_above_lowest_kcal_mol=34.0 total_charge=+3
Ru 0.8316 0.0374 -0.2489 0.8132
S 0.3657 -1.6820 1.2114 0.7119
C 1.0549 -2.6024 -0.0991 -0.7021
C 1.4377 -3.9275 -0.1045 -0.0284
C 1.9689 -4.4285 -1.2840 0.0120
C 2.0934 -3.5975 -2.3973 -0.0137
C 1.6980 -2.2836 -2.3051 -0.0930
N 1.1773 -1.7974 -1.1627 -0.1214
H 1.3255 -4.5365 0.7824 0.1339
H 2.2878 -5.4617 -1.3353 0.1380
H 2.4918 -3.9645 -3.3326 0.1310
H 1.7775 -1.6047 -3.1441 0.1276
N -3.9465 0.5631 -1.9325 0.0837
C -3.6449 0.2023 -0.4965 -0.0658
C -2.2465 0.6743 -0.1297 -0.1562
N -1.2196 0.1115 -1.0429 -0.1562
C -1.5130 0.5145 -2.4359 -0.1471
C -2.8901 0.0308 -2.8706 -0.0671
H -4.0180 1.5797 -2.0286 0.1952
H -4.8628 0.1895 -2.1957 0.1997
H -3.7275 -0.8812 -0.4125 0.1508
H -4.3940 0.6573 0.1484 0.1552
H -2.0336 0.3778 0.8946 0.1219
H -2.1851 1.7637 -0.1784 0.1412
H -1.2843 -0.9067 -0.9868 0.0950
H -0.7661 0.1034 -3.1126 0.1329
H -1.4503 1.6029 -2.4986 0.1390
H -2.9522 -1.0568 -2.8352 0.1501
H -3.1151 0.3574 -3.8839 0.1545
C 2.2564 4.8822 0.1767 -0.0073
C 2.6070 4.5448 1.4792 -0.0124
C 2.4955 3.2342 1.9193 -0.0645
C 2.0641 2.2295 1.0366 -0.3241
C 1.6704 2.6081 -0.2633 -0.1584
C 1.7666 3.9174 -0.6975 -0.0409
Si 2.3398 0.5151 1.6427 0.7500
C 3.6054 -0.3708 0.7428 -0.3383
C 4.4627 -1.2436 1.4492 -0.0580
C 5.5220 -1.8364 0.7985 -0.0175
C 5.7310 -1.6008 -0.5641 0.0039
C 4.8758 -0.7758 -1.2854 -0.0388
C 3.8230 -0.1528 -0.6378 -0.1133
H 2.3589 5.9044 -0.1635 0.1331
H 2.9818 5.3028 2.1546 0.1340
H 2.7789 2.9901 2.9381 0.1184
H 1.2952 1.8961 -1.0176 0.0537
H 1.4838 4.1892 -1.7056 0.1240
H 2.1056 0.2553 3.0607 0.0267
H 4.3112 -1.4327 2.5059 0.1211
H 6.1977 -2.4793 1.3467 0.1318
H 6.5840 -2.0469 -1.0598 0.1325
H 5.0596 -0.5885 -2.3352 0.1260
H 3.2273 0.5580 -1.1953 0.0827